Record 1
The following is a DFT calculation (the ωB97M-V functional and the def2-TZVPD basis) of the molecule C4H6N2O.

ORCA input file:
```
! RIJCOSX wB97M-V def2-TZVPD def2/J DEFGRID3
* xyz 0 1
C -2.3022 0.2530 -0.1137
C -0.8400 -0.0265 -0.2557
C 0.2343 0.4356 0.5567
C 1.3136 -0.2152 0.0394
N 2.6403 -0.3003 0.4083
O 0.9427 -0.9681 -1.0026
N -0.4338 -0.8601 -1.1794
H -2.8517 -0.2611 -0.9060
H -2.6614 -0.1163 0.8529
H -2.5189 1.3242 -0.1656
H 0.1979 1.0886 1.4159
H 3.1133 0.5841 0.5227
H 3.1660 -0.9380 -0.1730
*
```

Output
HOMO-LUMO gap ... 9.6 eV
HOMO ... -0.32055 hartree
Energy above the lowest of the compared OMol25 structures with the same formula, charge and spin ... 37.8 kcal/mol
E_tot ... -340.73471 Eh

Atomic partial charges in e from the Mulliken method, atoms 1 to 6:
1 C -1.01
2 C 0.72
3 C -0.68
4 C 0.47
5 N -0.51
6 O -0.17


Record 2
The following is a DFT calculation (the ωB97M-V functional and the def2-TZVPD basis) of the ion C12H21N4O3 with charge +1 in a non-equilibrium geometry.

ORCA input file:
```
! RIJCOSX wB97M-V def2-TZVPD def2/J DEFGRID3
* xyz 1 1
C 2.7667 2.7374 0.8765
C 3.9384 2.2858 -0.0226
O 4.9627 2.8734 0.0369
O 3.6976 1.2390 -0.8812
C 4.6015 0.1228 -0.6854
C 3.8769 -1.1857 -0.2610
C 2.4342 -1.3582 -0.8584
C 1.4394 -1.7190 0.3208
C 0.1149 -2.3710 -0.2326
C -1.0025 -1.2700 -0.3931
C -2.1101 -1.3856 0.6435
N -2.3143 -2.2724 1.6690
N -3.4299 -1.8492 2.2231
N -3.8930 -0.8106 1.6396
N -3.1079 -0.4755 0.6082
C -3.2318 0.6074 -0.3714
C -4.7913 1.0261 -0.3760
C -5.0614 2.6000 -0.6045
O -5.2109 1.8611 0.7050
H 2.6585 2.0648 1.7570
H 3.0209 3.7470 1.2538
H 1.8144 2.7400 0.3014
H 5.3047 0.4127 0.1271
H 5.1980 0.0098 -1.6119
H 3.8014 -1.2694 0.8463
H 4.5068 -2.0472 -0.5787
H 2.4475 -2.2565 -1.5119
H 2.0819 -0.4992 -1.4606
H 1.9875 -2.4495 0.9484
H 1.2510 -0.7637 0.8543
H -0.2116 -3.0894 0.5473
H 0.2998 -2.8426 -1.2138
H -0.5057 -0.2777 -0.2563
H -1.3985 -1.2404 -1.4339
H -4.7320 -0.2923 1.9057
H -3.0878 0.2501 -1.4051
H -2.6749 1.5241 -0.1125
H -5.5165 0.3011 -0.8323
H -4.0325 2.8867 -0.8547
H -5.8922 2.4356 -1.3059
*
```

Output
HOMO-LUMO gap ... 8.1 eV
HOMO ... -0.45623 hartree
Energy above the lowest of the compared OMol25 structures with the same formula, charge and spin ... 36.3 kcal/mol
E_tot ... -914.16240 Eh

Atomic partial charges in e from the Mulliken method, atoms 1 to 6:
1 C -0.88
2 C 0.65
3 O -0.49
4 O -0.32
5 C -0.52
6 C -0.85


Record 3
The following is a DFT calculation (the ωB97M-V functional and the def2-TZVPD basis) of the molecule C5H6N2O in a non-equilibrium geometry.

ORCA input file:
```
! RIJCOSX wB97M-V def2-TZVPD def2/J DEFGRID3
* xyz 0 1
H -1.7312 2.2509 -0.1942
N -2.1757 1.2680 -0.0405
C -1.4999 0.1590 0.0401
N -2.1318 -1.1498 -0.0063
C -0.0533 -0.0919 -0.0146
C 0.9473 1.0648 0.1199
C 2.1608 0.7593 0.0590
O 2.1703 -0.6763 -0.0557
C 0.9405 -1.1621 -0.1199
H -3.2010 -1.3962 -0.3639
H -1.9512 -1.6844 0.8148
H 0.4760 2.1940 -0.0742
H 3.0746 1.2384 -0.0667
H 1.1503 -2.3936 0.1512
*
```

Output
HOMO-LUMO gap ... 9.6 eV
HOMO ... -0.32812 hartree
Energy above the lowest of the compared OMol25 structures with the same formula, charge and spin ... 85.6 kcal/mol
E_tot ... -378.73450 Eh

Atomic partial charges in e from the Mulliken method, atoms 1 to 6:
1 H 0.23
2 N -0.71
3 C 0.37
4 N -0.50
5 C 0.76
6 C -0.40


Record 4
The following is a DFT calculation (the ωB97M-V functional and the def2-TZVPD basis) of the molecule C3H8BIS in a non-equilibrium geometry.

ORCA input file:
```
! RIJCOSX wB97M-V def2-TZVPD def2/J DEFGRID3
* xyz 0 1
C -1.8398 1.1391 0.9034
B -0.8306 -0.0056 0.3299
C -1.1140 -1.4960 0.1445
S 0.9169 0.7964 -0.3593
C 2.8633 0.6193 -1.1857
I 4.0412 -0.8618 -0.2672
H -2.8252 1.0610 0.3878
H -1.3102 2.0285 0.8095
H -2.2341 0.8040 1.7873
H -1.9959 -1.9494 0.4616
H -0.5132 -2.2206 0.6439
H -0.8132 -1.9025 -0.7675
H 2.6166 0.3500 -2.1475
H 3.0383 1.6378 -0.7407
*
```

Output
HOMO-LUMO gap ... 8.5 eV
HOMO ... -0.32185 hartree
Energy above the lowest of the compared OMol25 structures with the same formula, charge and spin ... 53.7 kcal/mol
E_tot ... -839.74050 Eh

Atomic partial charges in e from the Mulliken method, atoms 1 to 6:
1 C -0.92
2 B 0.05
3 C -1.18
4 S -0.24
5 C -0.75
6 I 0.10


Record 5
The following is a DFT calculation (the ωB97M-V functional and the def2-TZVPD basis) of a cluster of 8 separate species, C26H44O20 in total in a non-equilibrium geometry.

ORCA input file:
```
! RIJCOSX wB97M-V def2-TZVPD def2/J DEFGRID3
* xyz 0 1
C -3.2825 -44.1159 30.3941
C -4.1968 -45.1556 29.7052
C -5.6463 -45.1317 30.1997
O -6.4021 -44.9354 29.0000
C -5.7052 -44.5115 28.0391
O -6.1406 -44.1396 26.9691
O -4.3743 -44.7007 28.3592
H -3.8348 -43.1783 30.3318
H -2.3048 -43.9985 29.9267
H -3.2428 -44.2934 31.4688
H -3.6970 -46.1144 29.5673
H -5.8877 -44.2620 30.8108
H -5.7615 -46.1047 30.6773
C -9.6575 -49.2647 33.3883
C -10.5398 -48.0651 33.1554
C -11.9073 -48.4054 32.5690
O -12.7994 -48.3248 33.6697
C -12.1444 -47.8008 34.7516
O -12.7593 -47.4904 35.7651
O -10.8626 -47.4788 34.4522
H -10.2021 -50.1478 33.7222
H -8.8797 -48.9815 34.0975
H -9.2052 -49.4764 32.4195
H -10.0222 -47.2982 32.5792
H -11.8557 -49.3458 32.0203
H -12.1084 -47.6442 31.8152
C -12.0502 -53.6842 31.2043
C -11.3819 -52.2850 31.0047
C -10.4999 -52.1839 29.7406
O -10.9817 -51.0538 29.1456
C -12.1281 -50.7473 29.6642
O -12.7851 -49.7798 29.2333
O -12.4547 -51.4941 30.7248
H -11.3269 -54.4567 31.4653
H -12.6194 -53.9051 30.3013
H -12.6992 -53.6391 32.0788
H -10.8333 -51.9254 31.8752
H -10.6594 -53.0807 29.1419
H -9.4624 -52.2128 30.0735
C -11.8933 -43.6387 27.3028
C -12.7374 -42.7513 28.2508
C -12.1840 -42.8522 29.7077
O -12.5346 -41.6481 30.2872
C -12.7193 -40.7747 29.2990
O -12.7755 -39.5557 29.5408
O -12.7060 -41.3722 28.0880
H -12.2187 -43.4709 26.2761
H -12.1449 -44.6338 27.6694
H -10.8378 -43.3701 27.2594
H -13.7814 -43.0581 28.1869
H -11.0950 -42.8679 29.6629
H -12.6476 -43.6231 30.3232
C -8.4507 -40.9270 30.6102
C -8.7034 -41.6249 31.9737
C -10.0012 -41.3153 32.6162
O -10.6550 -42.5546 32.6951
C -9.9571 -43.5110 32.2025
O -10.3252 -44.6468 32.0866
O -8.8176 -42.9891 31.7013
H -9.3178 -41.0200 29.9562
H -7.6747 -41.4145 30.0201
H -8.1131 -39.8988 30.7397
H -7.9365 -41.4030 32.7158
H -10.5536 -40.5825 32.0280
H -9.7637 -40.9620 33.6196
C -9.1313 -46.3502 29.6771
C -9.1067 -46.9402 28.3443
C -9.1293 -48.5143 28.3128
O -10.0320 -48.8004 27.2224
C -10.6412 -47.6473 26.9042
O -11.2698 -47.4724 25.8699
O -10.3475 -46.5844 27.7337
H -8.3149 -46.6396 30.3389
H -10.0745 -46.6208 30.1517
H -9.2028 -45.2636 29.7254
H -8.2280 -46.6481 27.7692
H -9.4355 -49.1813 29.1187
H -8.0908 -48.7590 28.0899
C -5.2852 -48.4757 26.1875
O -5.7335 -48.3950 27.5772
H -4.6306 -49.3468 26.1593
H -6.0537 -48.7132 25.4519
H -4.5384 -47.6858 26.1071
H -5.8110 -47.4538 27.7495
C -13.7269 -46.8233 23.2270
O -15.0219 -46.2936 22.8577
H -13.8018 -47.9012 23.0829
H -13.0238 -46.3534 22.5393
H -13.2879 -46.5170 24.1764
H -15.6725 -46.6178 23.4848
*
```

Output
HOMO-LUMO gap ... 9.8 eV
HOMO ... -0.36412 hartree
Energy above the lowest of the compared OMol25 structures with the same formula, charge and spin ... 75.2 kcal/mol
E_tot ... -2521.85757 Eh

Atomic partial charges in e from the Mulliken method, atoms 1 to 6:
1 C -1.39
2 C 0.33
3 C -0.49
4 O 0.17
5 C 0.45
6 O -0.59


Record 6
The following is a DFT calculation (the ωB97M-V functional and the def2-TZVPD basis) of the ion C5H6N3S with charge +1 in a non-equilibrium geometry.

ORCA input file:
```
! RIJCOSX wB97M-V def2-TZVPD def2/J DEFGRID3
* xyz 1 1
C -1.2451 2.1351 0.3870
C 0.8277 1.6643 1.0600
C 0.4507 0.3484 0.7246
C 0.8442 -1.7755 -0.3382
C -1.4253 -1.1576 -0.8821
N -0.1822 2.5625 0.9113
N 1.1152 -0.8173 0.6523
N -0.2471 -1.7236 -1.1011
S -1.2748 0.2845 0.4542
H -2.1404 2.6012 0.2923
H 1.5322 -2.5433 -0.6630
H -1.7816 -0.7689 -1.7353
H 1.7303 2.1029 1.2720
H 2.0700 -0.6331 0.9290
H -0.2736 -2.2797 -1.9630
*
```

Output
HOMO-LUMO gap (alpha / beta) ... 7.3 / 7.3 eV
HOMO (alpha / beta) ... -0.44056 / -0.44054 hartree
Energy above the lowest of the compared OMol25 structures with the same formula, charge and spin ... 100.4 kcal/mol
E_tot ... -756.15308 Eh

Atomic partial charges in e from the Mulliken method, atoms 1 to 6:
1 C -0.18
2 C -0.65
3 C 0.60
4 C -0.07
5 C -0.43
6 N -0.31


Record 7
The following is a DFT calculation (the ωB97M-V functional and the def2-TZVPD basis) of a cluster of 2 separate species, H4O2 in total in a non-equilibrium geometry.

ORCA input file:
```
! RIJCOSX wB97M-V def2-TZVPD def2/J DEFGRID3
* xyz 0 1
O -0.1344 1.2701 -0.9213
H 0.0288 0.4285 -0.4190
H 0.2956 1.1356 -1.7816
O -0.0104 -0.9995 0.6803
H 0.6233 -1.1739 1.3819
H -0.8029 -0.6608 1.0597
*
```

Output
HOMO-LUMO gap ... 11.6 eV
HOMO ... -0.39868 hartree
Energy above the lowest of the compared OMol25 structures with the same formula, charge and spin ... 1.5 kcal/mol
E_tot ... -152.87261 Eh

Partial charges, Mulliken, in e:
1 O -0.68
2 H 0.40
3 H 0.32
4 O -0.71
5 H 0.33
6 H 0.33


Record 8
The following is a DFT calculation (the ωB97M-V functional and the def2-TZVPD basis) of a structure of composition C42H55FeIN6O4P2Si2 in a non-equilibrium geometry.

ORCA input file:
```
! RIJCOSX wB97M-V def2-TZVPD def2/J DEFGRID3
* xyz -2 5
Fe 7.3682 -3.6201 16.9877
C 11.4297 -5.4920 15.8652
Si 11.5515 -5.1827 17.7383
C 12.9505 -3.9800 17.9653
C 12.0247 -6.8719 18.4721
N 10.1651 -4.6076 18.5677
P 9.1041 -4.0186 19.5748
C 7.4443 -4.1259 19.0253
P 5.8879 -4.0963 19.8764
N 4.8379 -4.6843 18.8925
Si 3.2826 -5.2338 18.5731
C 2.0575 -3.8142 18.7055
C 2.5243 -6.6031 19.6612
C 3.1779 -6.0115 16.9127
C 5.2180 -2.4534 20.2733
C 4.8226 -1.7093 19.1447
C 4.6257 -0.3404 19.2269
C 4.7184 0.2556 20.4604
C 5.0202 -0.5234 21.5902
C 5.1453 -1.9143 21.5296
C 6.0425 -5.0877 21.4602
C 5.4953 -6.3711 21.4947
C 5.2782 -7.0780 22.6602
C 5.7695 -6.6058 23.8549
C 6.4738 -5.3954 23.8485
C 6.6410 -4.6758 22.6751
C 9.5417 -2.4333 20.2230
C 10.8433 -2.2060 20.6714
C 11.3138 -0.9163 20.9253
C 10.4178 0.1369 20.9060
C 9.1107 -0.1251 20.5321
C 8.6780 -1.3568 20.1000
C 9.2260 -5.1793 20.9993
C 9.8106 -4.7613 22.1656
C 10.1170 -5.6685 23.2258
C 9.8252 -7.0039 23.0953
C 9.2017 -7.4075 21.9018
C 8.8695 -6.5363 20.9001
H 11.9414 -6.4164 15.6119
H 10.3221 -5.5105 15.5790
H 11.8675 -4.6551 15.2755
H 12.6072 -3.1890 18.6613
H 13.8563 -4.4686 18.4149
H 13.1458 -3.5336 16.9826
H 11.3244 -7.0512 19.2670
H 11.9307 -7.6683 17.7037
H 13.0370 -6.8004 18.8701
H 2.2532 -3.0019 19.4019
H 1.8704 -3.3750 17.7297
H 1.0885 -4.3713 19.0808
H 3.1260 -6.5659 20.5949
H 1.4477 -6.5063 19.8885
H 2.6760 -7.6108 19.1580
H 3.5652 -5.3428 16.1491
H 3.8492 -6.9248 16.9107
H 2.1870 -6.3843 16.6446
H 4.7110 -2.3141 18.2260
H 4.4383 0.2247 18.3227
H 4.5984 1.3010 20.4796
H 5.0962 -0.0446 22.5594
H 5.1793 -2.5233 22.3869
H 5.2413 -6.8406 20.5307
H 4.7393 -8.0200 22.6718
H 5.7253 -7.2140 24.7308
H 6.8866 -4.9437 24.7373
H 7.3305 -3.7682 22.7154
H 11.5420 -3.0438 20.7620
H 12.3872 -0.7535 21.1227
H 10.7587 1.1504 21.1065
H 8.4647 0.7323 20.5038
H 7.6642 -1.5312 19.7143
H 9.9655 -3.7162 22.3750
H 10.6172 -5.2744 24.0897
H 10.0569 -7.7016 23.8732
H 9.0301 -8.4616 21.7180
H 8.3730 -6.8716 20.0233
O 10.3615 0.3598 13.6809
C 9.4694 0.8217 14.4833
O 9.0687 1.9847 14.3852
C 8.8552 0.0413 15.5617
C 7.8585 0.5072 16.4662
N 7.4070 -0.5331 17.2046
N 7.9552 -1.7516 16.7255
C 8.8764 -1.3606 15.7716
C 9.5858 -2.5387 15.1480
O 10.6567 -2.2877 14.4717
O 9.0365 -3.6717 15.3397
H 10.6273 -0.6034 13.9721
H 7.5339 1.5094 16.5222
H 6.5304 -0.6248 17.6960
I 4.9587 -2.9247 15.5094
C 7.0650 -9.2634 13.7787
C 6.1123 -8.1813 14.2631
N 6.6097 -7.4988 15.4566
C 6.6652 -8.3333 16.6504
C 8.0699 -8.7510 17.1045
C 7.2107 -6.3047 15.3871
C 7.5355 -5.7296 13.9734
N 7.5086 -5.6067 16.4590
H 6.6592 -9.6072 12.8206
H 7.1371 -10.0508 14.4848
H 8.0299 -8.8566 13.4928
H 5.0905 -8.4970 14.5696
H 5.9294 -7.5233 13.3931
H 6.1598 -9.2468 16.2991
H 6.0936 -7.8020 17.4435
H 8.6513 -9.2316 16.3128
H 8.0285 -9.5100 17.8949
H 8.6962 -7.8987 17.4527
H 7.4171 -6.4585 13.2048
H 8.5514 -5.3369 13.9787
H 6.8566 -4.8155 13.8811
H 7.5611 -6.2145 17.2663
*
```

Output
HOMO-LUMO gap (alpha / beta) ... 5.7 / 5.9 eV
HOMO (alpha / beta) ... -0.05868 / -0.06344 hartree
Expectation value of S² ... 6.02
Energy above the lowest of the compared OMol25 structures with the same formula, charge and spin ... 0.0 kcal/mol
E_tot ... -5086.23497 Eh

Atomic partial charges in e from the Mulliken method, atoms 1 to 6:
1 Fe -0.47
2 C -0.71
3 Si 0.35
4 C -1.09
5 C -1.06
6 N 0.47


Record 9
The following is a DFT calculation (the ωB97M-V functional and the def2-TZVPD basis) of a cluster of 4 separate species, C2H11NO3 in total in a non-equilibrium geometry.

ORCA input file:
```
! RIJCOSX wB97M-V def2-TZVPD def2/J DEFGRID3
* xyz 0 1
C 0.2596 1.4754 1.1450
C 1.2718 0.6943 1.5096
N 1.1697 -0.6729 1.6388
H -0.6091 1.0403 0.6458
H 0.0829 2.5382 1.0759
H 2.0980 1.1714 1.9949
H 0.3587 -1.0814 1.1918
H 1.9323 -1.2955 1.8237
O 1.2472 0.3247 -1.5671
H 1.4408 1.2378 -1.3469
H 1.1421 -0.2297 -0.7900
O -1.4662 0.1622 -1.8836
H -1.4693 -0.0727 -2.8146
H -0.5353 0.3158 -1.6334
O -1.9711 -1.6412 0.0702
H -2.0244 -0.7342 0.3647
H -2.2674 -1.7266 -0.8332
*
```

Output
HOMO-LUMO gap ... 9.4 eV
HOMO ... -0.31691 hartree
Energy above the lowest of the compared OMol25 structures with the same formula, charge and spin ... 24.7 kcal/mol
E_tot ... -363.23503 Eh

Atomic partial charges in e from the Mulliken method, atoms 1 to 6:
1 C -0.71
2 C 0.02
3 N -0.40
4 H 0.05
5 H 0.30
6 H 0.32


Record 10
The following is a DFT calculation (the ωB97M-V functional and the def2-TZVPD basis) of a structure of composition C16H12BaN4O2S2 in a non-equilibrium geometry.

ORCA input file:
```
! RIJCOSX wB97M-V def2-TZVPD def2/J DEFGRID3
* xyz -2 1
Ba -1.3956 0.0575 -0.6854
C 0.6988 0.0593 -4.9180
C 0.8149 0.1036 -3.4080
O -0.3056 0.2128 -2.7945
C 2.0418 0.0203 -2.7826
C 2.3049 0.0139 -1.3453
C 3.7560 -0.0475 -0.9424
N 1.3613 0.0435 -0.4566
N 1.8756 0.0272 0.8877
C 0.8953 0.0003 1.7355
O -0.3710 -0.0204 1.4905
C 1.2843 -0.0007 3.2015
C 0.2918 -0.0080 4.1700
C 0.6247 -0.0006 5.5241
C 1.9539 0.0130 5.9157
C 2.9544 0.0177 4.9466
C 2.6207 0.0114 3.6002
H -0.3595 0.0372 -5.1675
H 1.1893 -0.8166 -5.3506
H 1.1486 0.9425 -5.3822
H 2.9136 -0.0633 -3.4225
H 4.3890 -0.0619 -1.8300
H 3.9596 -0.9285 -0.3311
H 4.0272 0.8006 -0.3115
H -0.7357 -0.0189 3.8308
H -0.1742 -0.0054 6.2564
H 2.2097 0.0203 6.9693
H 4.0005 0.0269 5.2324
H 3.3914 0.0168 2.8405
S -3.9775 -1.5898 -1.4703
C -4.8033 -0.0479 -1.6683
S -4.1899 1.4984 -1.0981
C -6.0629 -0.0547 -2.2734
C -6.6904 -1.2640 -2.7442
N -7.2555 -2.1877 -3.1479
C -6.8454 1.1431 -2.4489
N -7.5409 2.0497 -2.6221
*
```

Output
HOMO-LUMO gap ... 6.0 eV
HOMO ... -0.06348 hartree
E_tot ... -1808.44756 Eh

Atomic partial charges in e from the Mulliken method, atoms 1 to 6:
1 Ba 1.49
2 C -1.21
3 C 0.45
4 O -0.74
5 C -0.65
6 C 0.61


Q: Which of these has the lowest E_tot?
A: C42H55FeIN6O4P2Si2


Q: Look up the E_tot of the first one.
A: -340.73471 Eh


Q: Among the records above, which one has the highest E_tot?
A: H4O2